A cluster of 9 separate species, C49H104BBrN9O13P2S in total in a non-equilibrium geometry, computed with ωB97M-V with the def2-TZVPD basis set.

CARTESIAN COORDINATES (ANGSTROEM)
C  1.71793  -1.30589  8.54052
O  1.78921  -1.64702  7.13629
C  0.45430  -1.66372  6.53022
C  0.26562  -3.11346  5.85467
C  -0.33014  -3.06820  4.35340
C  -1.52712  -2.01580  4.15036
C  -1.12125  -0.65923  3.39212
C  -0.34056  -0.89529  1.99889
C  -0.03483  0.52187  1.24936
C  -0.32564  0.37223  -0.34359
C  0.77342  -0.52611  -1.09949
C  1.43225  0.24230  -2.38653
C  2.93863  0.63897  -1.95734
P  3.75408  1.96343  -3.12031
C  2.42506  3.28966  -2.78021
C  1.69813  3.43209  -1.40202
C  2.04647  4.78480  -0.53933
N  2.88769  4.43800  0.63658
C  2.79365  5.41172  1.74846
C  4.06716  5.49151  2.70496
C  3.89936  6.29167  4.05294
C  5.09408  6.46032  5.01976
C  6.49659  5.86270  4.76099
C  6.68340  5.05563  3.43270
C  5.46232  4.87666  2.45655
O  5.72033  4.09727  1.29512
C  4.47868  3.19831  -4.42391
C  5.51068  2.67155  -5.48008
O  6.75796  2.66751  -5.44120
Br  4.73296  1.98534  -7.21941
P  5.09592  2.73628  -1.52862
S  6.95223  3.13680  -2.12138
B  4.93919  0.52036  -3.60179
O  6.10350  0.06343  -2.87454
O  4.60204  -0.31521  -4.77123
C  5.75934  -1.04972  -5.23365
H  1.74742  -0.15502  8.65813
H  0.83579  -1.75497  9.09727
H  2.68131  -1.69553  9.04653
H  -0.35511  -1.48665  7.32459
H  0.41565  -0.79200  5.79379
H  -0.35659  -3.75219  6.56801
H  1.31194  -3.58697  5.78860
H  -0.77298  -4.12220  4.14918
H  0.55065  -2.92374  3.63284
H  -1.95099  -1.72579  5.18906
H  -2.38818  -2.49271  3.57090
H  -0.46499  0.03928  4.02062
H  -2.09382  -0.08623  3.15556
H  -0.91080  -1.59795  1.29853
H  0.69836  -1.37377  2.15620
H  1.07023  0.78605  1.37833
H  -0.69274  1.33934  1.72744
H  -1.34528  -0.16793  -0.40919
H  -0.47329  1.40146  -0.81934
H  0.27249  -1.50707  -1.40752
H  1.60367  -0.77529  -0.33391
H  1.51820  -0.54586  -3.20385
H  0.75374  1.12224  -2.61969
H  3.03537  0.91995  -0.83487
H  3.50589  -0.37679  -2.00390
H  2.86486  1.44315  -4.17183
H  2.93087  4.31003  -3.01287
H  1.62377  3.20722  -3.61576
H  0.56653  3.58749  -1.62610
H  1.70920  2.60995  -0.62418
H  1.06089  5.25342  -0.14197
H  2.59534  5.51700  -1.23391
H  2.67749  3.51786  1.03820
H  2.49970  6.46514  1.37909
H  1.90679  5.07103  2.41758
H  2.86333  6.73182  4.26313
H  4.91797  7.06820  5.96384
H  7.40387  5.97175  5.44134
H  7.70874  4.59574  3.18463
H  6.12815  4.62162  0.57112
H  4.91814  4.16466  -3.95946
H  3.55794  3.57503  -5.01957
H  5.04483  2.01024  -0.29878
H  4.60191  4.07468  -1.24451
H  6.93936  0.43896  -3.22319
H  6.70168  -0.38733  -5.35015
H  5.56141  -1.47835  -6.28223
H  6.01960  -1.92273  -4.52960
C  -3.74563  -1.25139  -0.64902
O  -2.68421  -1.38834  -1.22770
N  -4.96932  -1.20346  -1.24970
C  -6.19207  -1.03701  -0.49180
C  -5.04805  -1.32270  -2.69273
H  -3.79738  -1.15105  0.44735
H  -6.84140  -1.89868  -0.66906
H  -6.69570  -0.12528  -0.82372
H  -5.98248  -0.96100  0.57625
H  -4.61536  -2.27911  -2.99720
H  -4.47090  -0.51573  -3.15094
H  -6.08536  -1.26640  -3.02524
C  0.05284  -0.27455  11.81462
O  0.52302  -1.09669  11.04738
N  0.46404  1.01926  11.93373
C  -0.14813  1.93626  12.87276
C  1.54821  1.49371  11.09455
H  -0.77429  -0.52891  12.49710
H  -0.56596  2.78329  12.32264
H  0.61405  2.29348  13.57024
H  -0.94515  1.44655  13.43437
H  1.26608  1.37830  10.04608
H  2.43939  0.89083  11.28563
H  1.76290  2.54239  11.30348
C  -7.25762  2.24024  -4.25855
O  -7.62376  2.63676  -3.16371
N  -6.06115  2.52509  -4.84035
C  -5.69906  2.01311  -6.14929
C  -5.11708  3.36640  -4.13113
H  -7.89734  1.59457  -4.88214
H  -4.79478  1.40884  -6.05597
H  -5.50913  2.85331  -6.81904
H  -6.49848  1.39878  -6.56376
H  -4.86745  2.89827  -3.17547
H  -5.57934  4.33730  -3.93515
H  -4.21001  3.50395  -4.72092
C  0.56380  -6.63457  2.94957
O  0.05869  -5.54210  3.12818
N  1.44065  -7.24329  3.79822
C  2.00180  -8.54806  3.51774
C  1.82291  -6.56125  5.02065
H  0.34073  -7.23565  2.05311
H  1.72628  -9.23507  4.32243
H  3.09054  -8.46404  3.46561
H  1.62780  -8.93895  2.57021
H  0.92889  -6.37008  5.61939
H  2.28513  -5.60419  4.76721
H  2.52551  -7.16771  5.59357
C  -0.79514  -1.17987  -7.03702
O  -1.15049  -0.01825  -6.96189
N  0.45667  -1.64226  -6.76608
C  0.79615  -3.04454  -6.87994
C  1.48490  -0.70398  -6.34959
H  -1.49270  -1.97790  -7.34417
H  1.13622  -3.40879  -5.90708
H  1.59861  -3.15836  -7.61376
H  -0.06696  -3.63131  -7.19986
H  1.16157  -0.20205  -5.43497
H  1.62136  0.04667  -7.13174
H  2.42779  -1.22160  -6.16971
C  -3.02132  3.88330  -8.72036
O  -3.45815  3.74017  -7.59463
N  -3.61107  3.41951  -9.86005
C  -3.02681  3.63322  -11.16691
C  -4.86327  2.68915  -9.76078
H  -2.07865  4.42133  -8.90979
H  -3.73218  4.19527  -11.78525
H  -2.82632  2.66349  -11.63057
H  -2.09321  4.19278  -11.09107
H  -5.61385  3.32926  -9.28911
H  -4.71569  1.80143  -9.13554
H  -5.20828  2.38626  -10.75099
C  -4.83449  -0.79248  -8.60580
O  -5.35527  0.24340  -8.23234
N  -5.40951  -1.70816  -9.43750
C  -4.72454  -2.92008  -9.83716
C  -6.74801  -1.46039  -9.93695
H  -3.81960  -1.07617  -8.28476
H  -4.62639  -2.93159  -10.92586
H  -5.31107  -3.78413  -9.51383
H  -3.73170  -2.97389  -9.38818
H  -6.75387  -0.52118  -10.49567
H  -7.43459  -1.36897  -9.09158
H  -7.07135  -2.27533  -10.58572
C  -0.54139  -5.16649  9.80745
O  0.07536  -4.53364  8.97260
N  -0.37688  -5.06027  11.15702
C  -1.15181  -5.85123  12.08912
C  0.60562  -4.12511  11.67562
H  -1.31037  -5.90317  9.52241
H  -1.71688  -5.18053  12.74209
H  -0.47191  -6.46031  12.69110
H  -1.84710  -6.50666  11.56212
H  0.35547  -3.11494  11.33749
H  1.59196  -4.39031  11.28591
H  0.62155  -4.15370  12.76641

Forces on atoms 1 to 6 (eV/Å):
1.120 0.310 0.288
-1.574 0.196 1.221
0.257 -0.473 -0.221
0.160 0.590 -0.459
-0.741 -0.855 0.769
0.364 0.638 0.327

Computed properties:
- HOMO-LUMO gap: 5.44 eV
- HOMO level: -3.9 eV
- Total charge: -1
- Energy: -7079.79659 a.u.
- Energy above the lowest of the compared OMol25 structures with the same formula, charge and spin: 186.5 kcal per mole
- LUMO energy: 1.57 eV
- 2S+1: 1

These are the Mulliken partial charges, in e, on atoms 1 to 6: atom 1 (C): -0.3386, atom 2 (O): -0.4285, atom 3 (C): 0.0783, atom 4 (C): -0.2980, atom 5 (C): 0.1155, atom 6 (C): -0.6216


A cluster of 8 separate species, C49H104N9O11 in total in a non-equilibrium geometry, computed with ωB97M-V with the def2-TZVPD basis set.

CARTESIAN COORDINATES (ANGSTROEM)
C  -1.07885  4.28052  0.35653
C  -2.13996  3.33852  -0.07097
C  -1.99792  1.67110  -0.10299
C  -2.05003  1.15199  1.41988
C  -2.73280  2.21060  2.51848
O  -4.16284  2.47207  2.26207
C  -4.38234  3.91919  2.57752
O  -4.75568  4.31025  3.81253
C  -0.42151  1.42152  -0.61567
O  -0.27515  2.03655  -1.94341
C  -1.12850  1.40023  -2.95781
C  -1.71400  2.45789  -4.07554
C  -2.05764  3.95207  -3.49454
N  -3.55288  4.03996  -3.27469
O  -0.25239  0.45246  -3.72389
C  1.13566  0.93711  -3.76046
C  1.87506  0.08533  -4.99546
C  3.39702  -0.40159  -4.62996
C  4.22172  0.91317  -4.10217
C  -2.31404  0.41803  -2.30284
N  -2.97589  1.14261  -1.10647
C  -4.18437  0.40127  -0.62535
C  -4.18163  -1.22572  -0.80521
C  -3.01692  -2.04720  -0.01755
C  -2.49339  -3.25364  -1.05033
C  -1.84712  -4.48254  -0.15324
C  -0.94835  -5.54977  -1.02715
C  0.18583  -4.86038  -1.99289
C  -0.28173  -4.74771  -3.59083
C  0.96369  -3.97321  -4.37150
C  1.08878  -4.36473  -5.96040
C  -0.35773  -4.39525  -6.74491
C  -1.13323  -2.93811  -6.78549
C  -0.40396  -1.86437  -7.82187
H  -1.10457  4.93812  1.33969
H  -0.09561  4.39846  -0.30980
H  -3.19052  3.81495  -0.37109
H  -2.57407  0.12953  1.63029
H  -0.92829  1.02240  1.80914
H  -2.70556  1.60575  3.54874
H  -2.08264  3.16511  2.70490
H  -4.21649  4.77647  1.78643
H  -0.13378  0.26226  -0.58972
H  0.36540  1.92092  0.13078
H  -2.63071  2.06242  -4.69003
H  -0.83520  2.60652  -4.86881
H  -1.81124  4.71443  -4.37938
H  -1.40408  4.29849  -2.58743
H  -3.82824  4.84099  -2.66087
H  -3.96504  4.15684  -4.24669
H  1.76965  0.65506  -2.79052
H  1.24781  2.06968  -4.06397
H  1.18050  -0.85952  -5.20827
H  1.83800  0.73618  -5.96716
H  3.87242  -0.79352  -5.65247
H  3.40616  -1.30509  -3.88384
H  3.87148  1.86463  -4.70839
H  3.94591  1.04525  -2.95281
H  5.39673  0.75034  -4.22939
H  -1.76580  -0.56682  -2.00583
H  -3.10135  0.27761  -3.18817
H  -3.36115  2.01412  -1.59145
H  -5.09119  0.75850  -1.32301
H  -4.55938  0.63351  0.45654
H  -4.20748  -1.59059  -1.94181
H  -5.22216  -1.60481  -0.35718
H  -2.07850  -1.31545  0.07460
H  -3.35031  -2.47955  1.03857
H  -3.31949  -3.60426  -1.80127
H  -1.62740  -2.75863  -1.70619
H  -1.27759  -4.03183  0.77176
H  -2.78004  -5.09335  0.27065
H  -0.37942  -6.27612  -0.26993
H  -1.61073  -6.27523  -1.70136
H  1.21959  -5.43691  -2.00956
H  0.42571  -3.74181  -1.65362
H  -0.47965  -5.79415  -4.07886
H  -1.20575  -4.02188  -3.66724
H  1.99876  -4.24136  -3.85288
H  0.79309  -2.81611  -4.17712
H  1.80190  -3.59799  -6.53294
H  1.56855  -5.44351  -6.08850
H  -1.08658  -5.24150  -6.33458
H  -0.15608  -4.68467  -7.87707
H  -2.21755  -3.13865  -7.22956
H  -1.27497  -2.45927  -5.71142
H  0.65056  -2.32214  -8.11588
H  -1.06300  -1.75183  -8.79622
H  -0.31281  -0.80568  -7.32687
C  1.68074  -8.16768  0.67077
O  1.17589  -8.04717  -0.43813
N  2.97409  -7.82320  1.00193
C  3.49603  -7.99790  2.34089
C  3.83890  -7.26943  -0.01937
H  1.11226  -8.57835  1.52140
H  3.80833  -7.02383  2.72817
H  4.35686  -8.67121  2.29943
H  2.73940  -8.42288  3.00618
H  3.38740  -6.35246  -0.40967
H  3.93309  -7.99120  -0.83613
H  4.82758  -7.04711  0.39125
C  -2.99998  7.27224  8.03507
O  -2.29072  7.48624  9.00986
N  -3.42484  6.03034  7.61285
C  -4.26488  5.86231  6.44588
C  -3.01955  4.85644  8.35805
H  -3.36584  8.09345  7.39698
H  -5.19849  5.37989  6.74918
H  -3.74195  5.23080  5.72212
H  -4.49293  6.82625  5.98270
H  -3.37590  4.94798  9.38842
H  -1.92702  4.79965  8.36672
H  -3.43165  3.95063  7.90508
C  -0.88146  8.44278  -1.63676
O  -0.68708  7.29841  -2.02624
N  -0.99977  8.82922  -0.31852
C  -1.22986  10.20757  0.05957
C  -0.89089  7.82727  0.72160
H  -0.98015  9.28323  -2.34337
H  -0.40403  10.54249  0.69374
H  -2.16975  10.26926  0.61534
H  -1.29049  10.85270  -0.82126
H  0.08808  7.34408  0.64970
H  -1.66839  7.07231  0.57175
H  -1.00517  8.28238  1.70918
C  6.06852  -5.57230  3.51171
O  4.94235  -5.18179  3.79153
N  7.07454  -5.82759  4.41936
C  8.38298  -6.28847  4.00545
C  6.81677  -5.62929  5.83069
H  6.37221  -5.75588  2.46793
H  8.57937  -7.25857  4.47093
H  9.13310  -5.56353  4.33390
H  8.43759  -6.39428  2.91846
H  5.98473  -6.27150  6.13452
H  6.53560  -4.58535  5.99822
H  7.70371  -5.87117  6.42258
C  6.86520  -1.17854  1.99779
O  7.61508  -2.13392  1.84294
N  5.82104  -1.11937  2.89631
C  4.97850  0.05156  3.01791
C  5.55708  -2.26248  3.74557
H  6.97606  -0.25651  1.40369
H  5.04914  0.43292  4.04060
H  3.94494  -0.23286  2.80123
H  5.28924  0.83447  2.32061
H  6.44544  -2.47034  4.34941
H  5.34700  -3.13262  3.11656
H  4.70386  -2.06739  4.40091
C  -0.55287  -4.64507  -10.59021
O  -0.52926  -5.46060  -9.67730
N  -1.67369  -4.27558  -11.30318
C  -1.61675  -3.30052  -12.37170
C  -2.94819  -4.88014  -10.97488
H  0.36067  -4.12481  -10.92215
H  -2.27424  -2.46310  -12.12117
H  -1.95676  -3.77158  -13.29831
H  -0.59817  -2.92794  -12.51101
H  -3.18693  -4.66260  -9.92956
H  -2.87114  -5.96420  -11.10056
H  -3.73843  -4.48980  -11.62192
C  -0.90038  7.29343  14.46342
O  -0.81838  6.68788  15.52438
N  -1.96994  7.24284  13.59477
C  -1.98877  7.99177  12.35602
C  -3.11072  6.41575  13.92970
H  -0.08909  7.95155  14.11114
H  -2.84298  8.67476  12.36911
H  -2.08924  7.29196  11.52160
H  -1.06894  8.56975  12.23123
H  -3.52890  6.75449  14.88228
H  -2.77912  5.37894  14.03918
H  -3.87438  6.47758  13.14963

Forces on atoms 1 to 6 (eV/Å):
-0.629 -1.802 -1.172
0.966 1.665 0.877
3.786 2.625 0.460
-0.254 0.549 1.728
1.300 -1.855 1.448
1.059 3.967 0.380

Computed properties:
- HOMO-LUMO gap: 6.08 eV
- HOMO level: -9.8 eV
- Total charge: +1
- Energy: -3248.99635 a.u.
- LUMO energy: -3.71 eV
- 2S+1: 1

These are the Mulliken partial charges, in e, on atoms 1 to 6: atom 1 (C): -1.3279, atom 2 (C): -0.2275, atom 3 (C): 1.9931, atom 4 (C): -0.8110, atom 5 (C): -0.5032, atom 6 (O): -0.3182